# 1
{"formula": "C3BrClN2O2", "method": "wB97M-V/def2-TZVPD", "gap_ev": [7.48, 7.33], "homo_energy_ev": [-7.930, -10.790], "total_charge": 0, "spin_multiplicity": 3, "symbols": ["C", "C", "C", "N", "N", "O", "O", "Cl", "Br"], "positions_angstrom": [[-0.87651, 0.58033, -0.06688], [0.53185, 1.08905, 0.09204], [-0.43401, -1.66591, -0.05233], [-1.20170, -0.68241, -0.01666], [1.32106, 0.02034, 0.11364], [0.74664, 2.28270, 0.11096], [0.04266, -2.69378, -0.21414], [-2.05305, 1.75636, -0.10774], [3.17224, 0.30921, 0.06075]], "forces_ev_per_a": [[2.0, 2.5, 0.5], [-3.6, 0.3, -0.8], [-1.7, 1.6, -0.4], [0.3, -3.1, 0.0], [3.8, -1.6, 0.2], [1.1, 0.9, 0.2], [0.6, -1.0, 0.2], [-1.0, 0.6, 0.0], [-1.6, 0.0, 0.1]]}

# 2
{"formula": "C3CdO2", "method": "wB97M-V/def2-TZVPD", "gap_ev": [7.21, 6.71], "homo_energy_ev": [-9.177, -8.504], "total_charge": 0, "symbols": ["O", "C", "C", "C", "O", "Cd"], "positions_angstrom": [[1.23384, 0.74895, -0.74796], [0.66383, 1.34869, 0.25051], [-0.44982, 1.20646, 0.92208], [-1.10011, -1.14256, 1.03154], [-0.47968, -1.72678, 0.24302], [0.13194, -0.43476, -1.69919]], "forces_ev_per_a": [[2.9, 4.2, 3.6], [-1.4, -2.3, -1.2], [1.2, 1.4, 0.2], [0.8, -1.6, -1.0], [-1.1, 1.0, 1.7], [-2.5, -2.8, -3.3]]}

# 3
{"formula": "C3Cl3F3", "method": "wB97M-V/def2-TZVPD", "gap_ev": [8.00, 8.13], "homo_energy_ev": [-9.323, -9.289], "total_charge": 0, "relative_energy_kj_mol": 218.8, "symbols": ["C", "C", "C", "F", "F", "F", "Cl", "Cl", "Cl"], "positions_angstrom": [[-0.20325, -0.56910, -0.32648], [-0.01304, 0.53718, -1.29323], [0.13644, -0.45853, 1.43890], [0.74725, -1.46578, -0.82847], [-1.43032, -1.12444, -0.34766], [-1.00623, 1.37961, -1.64726], [1.46076, 1.34860, -1.17034], [1.55782, 0.39930, 1.86311], [-1.24944, -0.04685, 2.31143]], "forces_ev_per_a": [[1.0, -1.6, 2.0], [-0.8, 1.8, 0.4], [-0.2, 0.7, -3.5], [-0.9, 0.1, 1.1], [0.6, 0.4, -0.5], [0.3, -1.0, 0.6], [0.3, 0.1, -0.5], [-0.2, -0.4, 0.1], [-0.3, 0.0, 0.3]]}

# 4
{"formula": "C3ClF2O2", "method": "wB97M-V/def2-TZVPD", "gap_ev": 7.69, "homo_energy_ev": -4.004, "total_charge": -1, "relative_energy_kj_mol": 132.0, "symbols": ["C", "C", "C", "O", "O", "F", "F", "Cl"], "positions_angstrom": [[-0.04120, -0.81977, 0.02103], [1.18533, -0.60618, -0.36031], [-1.49214, 1.21822, 0.65053], [-1.00675, 1.60103, 1.63481], [-2.01726, 1.17669, -0.38079], [-0.78965, -1.99213, -0.42151], [2.16977, -1.31867, -1.31510], [1.99189, 0.74080, 0.17135]], "forces_ev_per_a": [[-2.3, -1.6, 0.2], [1.5, -2.2, -2.3], [1.2, 0.6, -0.4], [-0.2, -0.3, 0.8], [-1.0, -0.4, -0.6], [1.5, 1.3, 0.1], [-1.9, 0.7, 1.5], [1.3, 1.7, 0.6]]}

# 5
{"formula": "C3ClF5O3S", "method": "wB97M-V/def2-TZVPD", "smiles": "O=C(Cl)O[S@@](=O)(F)=C(F)C(F)(F)F", "gap_ev": 9.46, "homo_energy_ev": -10.481, "total_charge": 0, "symbols": ["O", "C", "Cl", "O", "S", "O", "F", "C", "F", "C", "F", "F", "F"], "positions_angstrom": [[-2.76252, 0.66988, 1.16930], [-2.45450, -0.17516, 0.38696], [-3.37872, -1.59715, -0.05019], [-1.28297, -0.16973, -0.26434], [-0.09055, 0.84285, 0.40261], [-0.47726, 2.17434, 0.37453], [-0.21674, 0.28967, 1.96415], [1.72378, 0.63522, 0.11087], [1.93491, 1.57929, -0.83274], [1.77893, -0.74573, -0.65977], [1.48205, -0.58263, -1.97723], [2.90866, -1.39512, -0.60710], [0.83494, -1.52574, -0.01704]], "forces_ev_per_a": [[-0.5, -1.1, -0.7], [-1.0, 0.8, 1.3], [0.3, 0.6, 0.1], [1.3, 0.3, 0.0], [0.3, -2.3, 2.7], [-0.6, 1.7, -0.2], [0.2, 0.6, -2.8], [-0.8, -1.0, -1.3], [0.6, 0.4, 0.1], [-1.2, 0.7, 0.5], [-0.2, -0.5, 0.9], [0.7, 0.0, 0.2], [0.8, -0.1, -0.9]]}

# 6
{"formula": "C3F4O", "method": "wB97M-V/def2-TZVPD", "smiles": "O=C(F)C(F)=C(F)F", "gap_ev": 10.56, "homo_energy_ev": -10.876, "total_charge": 0, "relative_energy_kj_mol": 0.0, "symbols": ["O", "C", "F", "C", "F", "C", "F", "F"], "positions_angstrom": [[-1.84963, 0.64403, -0.54200], [-0.71387, 0.49107, -0.94952], [-0.31312, 1.11346, -2.07065], [0.22233, -0.37119, -0.24440], [0.90635, -1.33476, -0.96132], [0.45996, -0.22476, 1.10743], [1.44443, -0.98956, 1.73122], [-0.15645, 0.67170, 1.92923]], "forces_ev_per_a": [[2.4, 0.0, -0.9], [-3.7, 0.6, 0.4], [0.4, -0.7, 0.6], [2.0, -0.8, 2.0], [-0.8, 1.5, 1.0], [0.8, -0.6, -0.3], [-2.6, 2.0, -1.2], [1.5, -2.0, -1.7]]}

# 7
{"formula": "C3F4O", "method": "wB97M-V/def2-TZVPD", "smiles": "O=C(F)C(F)=C(F)F", "gap_ev": 10.86, "homo_energy_ev": -11.494, "total_charge": 0, "relative_energy_kj_mol": 41.7, "symbols": ["O", "C", "F", "C", "F", "C", "F", "F"], "positions_angstrom": [[-0.23916, 2.13500, 1.95230], [0.30548, 1.11670, 1.59481], [1.34630, 0.62989, 2.46650], [0.19837, 0.78412, 0.17677], [-0.53221, 1.58149, -0.61964], [0.82264, -0.27836, -0.25676], [1.50402, -1.14042, 0.56873], [0.82797, -0.59501, -1.64930]], "forces_ev_per_a": [[0.5, -2.4, -0.1], [0.8, 4.6, 2.4], [-2.2, 0.0, -2.3], [-0.2, -0.5, 0.3], [0.7, -0.7, 0.9], [1.6, -3.1, -2.9], [-1.4, 1.7, -2.5], [0.3, 0.4, 4.2]]}

# 8
{"formula": "C3F9KO9S3", "method": "wB97M-V/def2-TZVPD", "gap_ev": 8.76, "homo_energy_ev": -4.300, "total_charge": -2, "relative_energy_kj_mol": 156.4, "symbols": ["K", "C", "F", "F", "F", "S", "O", "O", "O", "C", "F", "F", "F", "S", "O", "O", "O", "C", "F", "F", "F", "S", "O", "O", "O"], "positions_angstrom": [[0.91142, -1.01449, 0.61358], [-3.44077, 1.50307, -0.22423], [-2.36298, 2.22994, -0.43490], [-4.48035, 2.27230, 0.16391], [-3.60914, 0.86638, -1.42462], [-2.94066, 0.32422, 1.27974], [-3.13444, 1.24794, 2.41988], [-3.74524, -0.88838, 1.20451], [-1.51211, 0.03442, 1.02959], [0.49678, 3.06226, 2.79461], [0.87674, 4.32537, 2.55298], [0.07000, 3.00054, 4.09937], [-0.56252, 2.63317, 2.02681], [2.04663, 1.79822, 2.60664], [3.04202, 2.21657, 3.64073], [1.43636, 0.52381, 2.78432], [2.46646, 1.99606, 1.24183], [1.93345, -2.74239, -4.09422], [2.01563, -3.68780, -5.12721], [3.13742, -2.13313, -4.00294], [0.92289, -1.84669, -4.24060], [1.67127, -3.77500, -2.45416], [0.95723, -2.92997, -1.48627], [0.78546, -4.77758, -2.96025], [3.01846, -4.23886, -2.00909]], "forces_ev_per_a": [[-0.3, 0.2, -0.1], [1.2, -2.1, 1.3], [0.2, 1.4, 0.1], [0.4, -0.4, -1.2], [-1.2, 0.4, 1.0], [1.0, 0.5, 0.8], [-0.3, -1.4, -1.7], [-0.3, 1.0, 0.0], [-1.1, 0.4, -0.3], [0.5, -2.5, 0.8], [-0.7, -0.4, -0.3], [0.2, 0.3, -1.0], [1.8, 1.4, 0.8], [1.0, 2.9, 1.3], [-2.1, -0.6, -1.6], [-0.8, -1.7, 0.8], [0.3, 0.4, -0.7], [0.4, -1.9, 1.9], [-0.4, 2.3, 1.0], [-1.0, 0.3, -0.8], [1.4, -1.0, -0.8], [0.9, -0.3, 1.1], [1.1, 0.6, -0.4], [-0.2, -1.1, -0.6], [-2.1, 1.2, -1.1]]}

# 9
{"formula": "C3H10Br2NP", "method": "wB97M-V/def2-TZVPD", "smiles": "C[C@@H](Br)[C@@H](Br)[PH3]N", "gap_ev": 9.75, "homo_energy_ev": -9.059, "total_charge": 0, "relative_energy_kj_mol": 7.3, "symbols": ["C", "C", "Br", "C", "Br", "P", "N", "H", "H", "H", "H", "H", "H", "H", "H", "H", "H"], "positions_angstrom": [[2.70747, -0.41065, -0.00206], [1.19341, -0.56500, 0.07741], [0.71076, -1.91427, 1.43767], [0.34687, 0.64587, 0.43290], [1.07226, 2.27845, -0.33459], [-1.53654, 0.43106, -0.12604], [-3.25341, 0.19560, -0.54924], [3.19980, -1.29627, 0.39600], [3.05255, 0.45100, 0.56481], [3.01115, -0.31479, -1.04323], [0.81691, -1.01776, -0.84044], [0.35014, 0.78180, 1.51421], [-1.14278, -0.75107, -0.79573], [-1.46979, 1.63366, -0.82658], [-1.90047, 0.46138, 1.23340], [-3.36684, -0.41237, -1.35068], [-3.79147, -0.19666, 0.21220]], "forces_ev_per_a": [[0.0, -0.2, 0.2], [0.1, 0.0, 0.0], [-0.1, -0.1, 0.0], [-0.2, -0.2, 0.0], [0.0, 0.1, -0.1], [-0.5, -0.2, 0.2], [0.4, 0.0, 0.1], [0.0, 0.0, -0.1], [0.0, 0.0, 0.0], [0.0, 0.2, 0.0], [0.1, 0.0, 0.0], [0.2, 0.2, -0.1], [0.1, 0.0, -0.1], [0.1, 0.1, -0.1], [0.0, 0.1, 0.1], [-0.2, 0.0, -0.1], [0.0, 0.0, 0.0]]}

# 10
{"formula": "C3H10Cl2Si2", "method": "wB97M-V/def2-TZVPD", "gap_ev": [6.86, 8.84], "homo_energy_ev": [-6.295, -10.520], "total_charge": 0, "spin_multiplicity": 3, "relative_energy_kj_mol": 187.2, "symbols": ["C", "C", "C", "Si", "Si", "Cl", "Cl", "H", "H", "H", "H", "H", "H", "H", "H", "H", "H"], "positions_angstrom": [[3.01737, 1.59478, -1.67830], [0.19684, 2.24720, -1.57112], [-1.61628, -3.53703, 2.89765], [-2.50183, -1.85863, 2.49021], [1.59300, 1.51343, -0.42322], [-0.38080, -3.78856, 1.58557], [-1.24284, -0.37081, 2.55747], [4.09590, 1.93484, -1.32118], [3.22791, 0.52077, -2.06544], [2.82619, 2.10835, -2.53452], [-0.16691, 1.56720, -2.26566], [-0.66672, 2.54883, -1.05900], [0.50279, 3.18554, -2.28977], [-2.18429, -4.34439, 2.65067], [-1.18991, -3.64191, 3.80379], [-2.49939, -2.12517, 1.04462], [-3.88651, -1.49033, 2.81755]], "forces_ev_per_a": [[4.2, -3.5, 2.7], [1.6, 2.7, -0.6], [-0.1, 2.7, -2.7], [-0.5, -2.5, -2.0], [-0.3, 1.2, -2.0], [0.3, 0.5, 0.4], [1.5, 2.0, 0.8], [-2.3, -0.6, -0.4], [-0.3, 1.5, 0.7], [-1.1, 1.9, -2.2], [-0.4, -1.8, -1.3], [-1.2, 0.7, 1.0], [-0.2, -2.1, 2.1], [-2.3, -2.0, 0.0], [1.6, -0.4, 3.0], [-0.6, 0.1, -0.2], [0.1, -0.2, 0.8]]}

Please write out number 8 again, unchanged.
{"formula": "C3F9KO9S3", "method": "wB97M-V/def2-TZVPD", "gap_ev": 8.76, "homo_energy_ev": -4.300, "total_charge": -2, "relative_energy_kj_mol": 156.4, "symbols": ["K", "C", "F", "F", "F", "S", "O", "O", "O", "C", "F", "F", "F", "S", "O", "O", "O", "C", "F", "F", "F", "S", "O", "O", "O"], "positions_angstrom": [[0.91142, -1.01449, 0.61358], [-3.44077, 1.50307, -0.22423], [-2.36298, 2.22994, -0.43490], [-4.48035, 2.27230, 0.16391], [-3.60914, 0.86638, -1.42462], [-2.94066, 0.32422, 1.27974], [-3.13444, 1.24794, 2.41988], [-3.74524, -0.88838, 1.20451], [-1.51211, 0.03442, 1.02959], [0.49678, 3.06226, 2.79461], [0.87674, 4.32537, 2.55298], [0.07000, 3.00054, 4.09937], [-0.56252, 2.63317, 2.02681], [2.04663, 1.79822, 2.60664], [3.04202, 2.21657, 3.64073], [1.43636, 0.52381, 2.78432], [2.46646, 1.99606, 1.24183], [1.93345, -2.74239, -4.09422], [2.01563, -3.68780, -5.12721], [3.13742, -2.13313, -4.00294], [0.92289, -1.84669, -4.24060], [1.67127, -3.77500, -2.45416], [0.95723, -2.92997, -1.48627], [0.78546, -4.77758, -2.96025], [3.01846, -4.23886, -2.00909]], "forces_ev_per_a": [[-0.3, 0.2, -0.1], [1.2, -2.1, 1.3], [0.2, 1.4, 0.1], [0.4, -0.4, -1.2], [-1.2, 0.4, 1.0], [1.0, 0.5, 0.8], [-0.3, -1.4, -1.7], [-0.3, 1.0, 0.0], [-1.1, 0.4, -0.3], [0.5, -2.5, 0.8], [-0.7, -0.4, -0.3], [0.2, 0.3, -1.0], [1.8, 1.4, 0.8], [1.0, 2.9, 1.3], [-2.1, -0.6, -1.6], [-0.8, -1.7, 0.8], [0.3, 0.4, -0.7], [0.4, -1.9, 1.9], [-0.4, 2.3, 1.0], [-1.0, 0.3, -0.8], [1.4, -1.0, -0.8], [0.9, -0.3, 1.1], [1.1, 0.6, -0.4], [-0.2, -1.1, -0.6], [-2.1, 1.2, -1.1]]}

Copy entry 8 word for word.
{"formula": "C3F9KO9S3", "method": "wB97M-V/def2-TZVPD", "gap_ev": 8.76, "homo_energy_ev": -4.300, "total_charge": -2, "relative_energy_kj_mol": 156.4, "symbols": ["K", "C", "F", "F", "F", "S", "O", "O", "O", "C", "F", "F", "F", "S", "O", "O", "O", "C", "F", "F", "F", "S", "O", "O", "O"], "positions_angstrom": [[0.91142, -1.01449, 0.61358], [-3.44077, 1.50307, -0.22423], [-2.36298, 2.22994, -0.43490], [-4.48035, 2.27230, 0.16391], [-3.60914, 0.86638, -1.42462], [-2.94066, 0.32422, 1.27974], [-3.13444, 1.24794, 2.41988], [-3.74524, -0.88838, 1.20451], [-1.51211, 0.03442, 1.02959], [0.49678, 3.06226, 2.79461], [0.87674, 4.32537, 2.55298], [0.07000, 3.00054, 4.09937], [-0.56252, 2.63317, 2.02681], [2.04663, 1.79822, 2.60664], [3.04202, 2.21657, 3.64073], [1.43636, 0.52381, 2.78432], [2.46646, 1.99606, 1.24183], [1.93345, -2.74239, -4.09422], [2.01563, -3.68780, -5.12721], [3.13742, -2.13313, -4.00294], [0.92289, -1.84669, -4.24060], [1.67127, -3.77500, -2.45416], [0.95723, -2.92997, -1.48627], [0.78546, -4.77758, -2.96025], [3.01846, -4.23886, -2.00909]], "forces_ev_per_a": [[-0.3, 0.2, -0.1], [1.2, -2.1, 1.3], [0.2, 1.4, 0.1], [0.4, -0.4, -1.2], [-1.2, 0.4, 1.0], [1.0, 0.5, 0.8], [-0.3, -1.4, -1.7], [-0.3, 1.0, 0.0], [-1.1, 0.4, -0.3], [0.5, -2.5, 0.8], [-0.7, -0.4, -0.3], [0.2, 0.3, -1.0], [1.8, 1.4, 0.8], [1.0, 2.9, 1.3], [-2.1, -0.6, -1.6], [-0.8, -1.7, 0.8], [0.3, 0.4, -0.7], [0.4, -1.9, 1.9], [-0.4, 2.3, 1.0], [-1.0, 0.3, -0.8], [1.4, -1.0, -0.8], [0.9, -0.3, 1.1], [1.1, 0.6, -0.4], [-0.2, -1.1, -0.6], [-2.1, 1.2, -1.1]]}